The following is a quantum chemistry calculation of a 3-piece molecular cluster, C25H35O6 overall at a distorted geometry, from OMol25.

Output
E_HOMO: -0.0503 hartree
Net charge: -1
Energy relative to the best compared isomer or geometry (same formula, charge and spin): 0.00 kcal per mole
E_tot: -1424.84357 Eh

Last column: Mulliken charge in e.
Atoms and positions in Å:
C -5.11 -1.70 -3.33  -0.8086
O -3.72 -1.51 -3.35  -0.3311
C -3.33 -0.46 -4.26  -0.4041
C -3.77 0.98 -3.88  -0.8109
C -2.65 1.67 -3.00  -0.3780
C -2.84 1.22 -1.49  -0.3048
C -1.57 1.71 -0.70  -0.3723
C -1.41 1.05 0.70  -0.5875
C -1.15 -0.48 0.64  -0.9716
C 0.24 -0.88 0.08  -0.1578
C 0.07 -1.98 -1.03  -0.5000
C 1.26 -2.98 -1.09  -0.8693
C 2.54 -2.44 -1.78  -0.4065
O 2.79 -1.05 -1.53  -0.4825
C 2.45 -0.35 -2.73  -0.8261
H -5.68 -0.88 -3.79  0.4071
H -5.41 -2.68 -3.77  0.2206
H -5.42 -1.73 -2.26  0.2130
H -2.22 -0.46 -4.26  0.1648
H -3.63 -0.66 -5.31  0.3231
H -4.66 0.97 -3.22  -0.0182
H -2.75 2.77 -3.08  0.3301
H -1.65 1.30 -3.29  0.1139
H -2.94 0.12 -1.48  0.0580
H -3.75 1.69 -1.07  0.2101
H -0.70 1.50 -1.36  0.1136
H -1.66 2.80 -0.60  0.4495
H -0.65 1.59 1.30  0.3344
H -2.37 1.18 1.24  0.1310
H -1.97 -0.93 0.04  0.2413
H -1.30 -0.86 1.67  0.4419
H 0.80 -1.38 0.89  0.3924
H 0.85 -0.02 -0.26  0.2253
H -0.20 -1.55 -2.01  -0.0661
H -0.81 -2.56 -0.71  0.5574
H 0.91 -3.86 -1.66  0.3707
H 1.47 -3.34 -0.06  0.3920
H 3.40 -2.99 -1.34  0.2688
H 2.51 -2.66 -2.86  0.3987
H 1.44 -0.67 -3.04  0.2842
H 3.12 -0.59 -3.58  0.3711
H 2.40 0.73 -2.52  0.2878
C 5.31 -1.42 0.14  0.1437
C 5.59 -0.41 0.95  -0.5234
C 6.72 -0.47 1.90  0.3011
O 6.98 0.46 2.64  -0.5538
C 7.54 -1.71 1.91  -0.4417
C 7.26 -2.72 1.10  -0.4053
C 6.12 -2.66 0.15  0.5033
O 5.87 -3.59 -0.59  -0.5659
H 4.47 -1.39 -0.56  0.3449
H 5.00 0.51 0.96  0.4613
H 8.36 -1.73 2.61  0.4010
H 7.84 -3.64 1.10  0.4170
C -3.59 3.39 4.18  -0.3746
C -3.25 4.45 4.92  -0.3308
C -2.12 4.39 5.86  0.3508
O -1.81 5.35 6.54  -0.5834
C -1.37 3.12 5.95  -0.3412
C -1.71 2.06 5.21  -0.3756
C -2.85 2.12 4.27  0.4853
O -3.15 1.16 3.59  -0.5496
H -4.42 3.42 3.48  0.4275
H -3.79 5.39 4.87  0.3951
H -0.54 3.09 6.64  0.3903
H -1.17 1.12 5.26  0.4184